(i)
A 2-piece molecular cluster, C5H13N2 overall, computed with ωB97M-V/def2-TZVPD.

The geometry in ORCA input format:
```
! wB97M-V def2-TZVPD RIJCOSX def2/J DEFGRID3
* xyz 1 1
C 1.38 1.00 -0.83
N -2.11 0.08 0.02
H -0.14 -1.00 -0.20
H 0.40 0.88 -1.29
H -1.70 1.77 1.04
H 1.15 -1.93 0.78
H -4.10 -0.63 -0.13
C -3.07 -0.89 -0.39
N 1.71 -0.15 -0.03
H -2.99 -1.02 -1.48
H 3.15 -0.92 1.29
H 3.76 -0.40 -0.29
C 0.87 -1.08 0.18
H 1.37 1.89 -0.20
H -2.81 -1.84 0.08
C -2.45 1.06 0.73
C 3.04 -0.17 0.50
H 3.29 0.81 0.91
H -3.47 1.24 1.08
H 2.14 1.16 -1.60
*
```

E_LUMO: -4.45 eV
Frontier orbital gap: 0.3250 Ha
M: 101.17 g mol⁻¹
HOMO: -13.296 eV

---

(ii)
An isolated ion of composition C5H13N2 and charge +1, computed with ωB97M-V/def2-TZVPD.

The geometry in ORCA input format:
```
! wB97M-V def2-TZVPD RIJCOSX def2/J DEFGRID3
* xyz 1 1
H -0.33 -2.21 -0.07
C -0.84 -0.22 0.51
H 1.41 -1.56 -1.17
C 1.73 -0.16 0.71
N -1.76 0.89 0.18
H -0.55 1.70 -0.26
H 2.59 0.52 0.76
H -2.27 1.16 1.01
H -0.74 -0.29 1.63
H -2.00 -2.09 0.64
H -2.54 0.69 -0.50
H -1.50 -1.48 -0.99
C -1.26 -1.53 0.05
H 2.23 -0.04 -1.30
H 0.54 1.70 -1.49
H 1.04 2.39 0.02
H 1.72 -0.87 1.61
N 0.50 1.78 -0.54
C 0.51 0.17 0.00
C 1.54 -0.54 -0.77
*
```

E_LUMO: -2.84 eV
Frontier orbital gap: 0.4441 Ha
M: 101.17 g mol⁻¹
SMILES: C[C@H](N)C1([NH3+])CC1
HOMO: -14.929 eV

---

Which structure loses on stability? (ii) does.

---

(i)
A 2-piece molecular cluster, C5H13N2 overall, computed with ωB97M-V/def2-TZVPD.

The geometry in ORCA input format:
```
! wB97M-V def2-TZVPD RIJCOSX def2/J DEFGRID3
* xyz 1 1
H 2.58 0.75 0.59
H 0.37 -2.18 0.14
C 0.57 -0.07 0.33
N 0.94 -1.37 0.39
H 0.14 0.88 -2.10
H 1.23 1.98 0.89
H -0.97 2.43 0.45
H 1.94 -1.57 0.56
C -1.73 -1.14 0.13
H -2.76 -0.87 0.27
H 0.51 -0.64 -2.11
N 0.73 0.17 -1.67
H -1.54 -1.80 1.11
H -2.58 1.54 0.32
H -1.56 -1.59 -0.94
C -0.94 0.20 0.28
C -1.48 1.41 0.40
H 1.42 0.55 1.97
H 1.66 0.42 -1.98
C 1.47 0.89 0.96
*
```

E_LUMO: -3.49 eV
Frontier orbital gap: 0.3892 Ha
M: 101.17 g mol⁻¹
HOMO: -14.084 eV

---

(ii)
An isolated ion of composition C5H13N2 and charge +1, computed with ωB97M-V/def2-TZVPD.

The geometry in ORCA input format:
```
! wB97M-V def2-TZVPD RIJCOSX def2/J DEFGRID3
* xyz 1 1
C -2.09 -0.59 0.13
H 0.72 2.16 -1.44
H 2.30 -1.97 -0.33
H -2.12 -1.74 0.11
H -3.30 -1.37 1.57
H -0.02 -1.32 0.81
N -2.93 -0.44 1.20
H 2.28 0.74 -1.09
C 0.70 2.04 -0.38
H 2.72 -1.30 -1.96
H -0.62 0.21 1.53
C 1.89 -1.35 -1.17
H -0.21 2.44 0.05
N 1.65 0.05 -0.82
C -0.45 -0.31 0.53
H 1.44 2.62 0.10
H 1.01 -1.78 -1.74
H -2.54 -0.09 -0.84
H -3.27 0.33 1.76
C 0.62 0.50 -0.18
*
```

E_LUMO: -4.25 eV
Frontier orbital gap: 0.3086 Ha
M: 101.17 g mol⁻¹
SMILES: C/[NH+]=C(/C)CCN
HOMO: -12.647 eV

---

(iii)
A 2-piece molecular cluster, C5H13N2 overall, computed with ωB97M-V/def2-TZVPD.

The geometry in ORCA input format:
```
! wB97M-V def2-TZVPD RIJCOSX def2/J DEFGRID3
* xyz 1 1
N 1.22 -0.46 0.10
H 2.73 -1.10 -1.23
H 0.44 -1.80 1.42
H -0.93 1.44 -1.46
H -1.01 3.32 1.35
C 2.15 -0.29 -0.78
N -0.32 1.57 0.50
H 0.48 2.43 2.06
H 1.36 -2.53 0.05
H 2.23 0.72 -1.20
H 0.41 0.66 0.42
C -1.40 1.47 -0.47
H -2.10 2.31 -0.33
C 0.62 -1.78 0.35
C -0.28 2.50 1.34
H -1.60 -1.63 0.01
H -0.61 -2.07 -1.47
H -1.94 0.58 -0.24
C -0.68 -2.13 -0.35
H -0.76 -3.21 -0.08
*
```

E_LUMO: -3.69 eV
Frontier orbital gap: 0.3968 Ha
M: 101.17 g mol⁻¹
HOMO: -14.490 eV

---

(iv)
A 2-piece molecular cluster, C5H13N2 overall, computed with ωB97M-V/def2-TZVPD.

The geometry in ORCA input format:
```
! wB97M-V def2-TZVPD RIJCOSX def2/J DEFGRID3
* xyz 1 1
H 0.15 -0.47 1.72
H 0.29 -2.08 0.98
H -0.53 -0.84 0.08
H 3.01 1.67 -1.56
H -1.40 1.24 1.62
H 2.52 -0.91 0.70
N -3.17 -0.56 0.86
H -3.27 -0.62 1.86
H 3.10 0.39 -2.63
C 2.99 0.58 -1.55
C 1.71 0.06 -0.95
C 1.61 -0.64 0.17
H -3.65 -1.25 0.30
H -2.70 0.42 -0.89
C 0.28 -1.00 0.79
H 0.79 0.40 -1.42
H -1.19 1.78 0.04
C -2.54 0.37 0.18
H 3.81 0.12 -1.01
N -1.81 1.33 0.71
*
```

E_LUMO: -4.09 eV
Frontier orbital gap: 0.3027 Ha
M: 101.17 g mol⁻¹
HOMO: -12.325 eV

---

Which structure loses on stability? (ii) does.

---

(i)
C4H12N2S in the gas phase, computed with ωB97M-V/def2-TZVPD.

The geometry in ORCA input format:
```
! wB97M-V def2-TZVPD RIJCOSX def2/J DEFGRID3
* xyz 0 1
N -2.12 1.08 0.10
H 2.63 -0.96 0.64
C 1.81 -0.64 1.27
H 2.65 0.83 2.86
C -0.69 -0.21 -1.54
H -1.19 1.88 -1.58
C 0.50 -0.91 0.54
H -1.45 1.61 0.64
H -0.28 -0.14 -2.54
S 1.94 1.11 1.78
H 1.34 -0.36 -1.20
H -2.12 0.16 0.51
H -1.24 -1.16 -1.46
N 0.49 -0.21 -0.69
H 0.40 -2.00 0.44
H 1.83 -1.25 2.17
H -0.30 -0.63 1.22
H -2.55 0.85 -1.89
C -1.64 0.94 -1.28
*
```

E_LUMO: 0.88 eV
Frontier orbital gap: 0.3516 Ha
M: 120.22 g mol⁻¹
SMILES: NCCNCCS
HOMO: -8.690 eV

---

(ii)
A 2-piece molecular cluster, C4H12N2S overall, computed with ωB97M-V/def2-TZVPD.

The geometry in ORCA input format:
```
! wB97M-V def2-TZVPD RIJCOSX def2/J DEFGRID3
* xyz 0 1
S -0.76 -0.23 -1.37
H -0.33 0.72 3.45
H -0.32 -0.25 1.99
H -1.88 2.50 1.08
H 3.67 -1.68 -0.17
H -0.07 1.52 1.88
C 1.74 -1.17 -0.60
N -2.05 0.84 2.30
N 3.16 -1.23 -0.92
H 3.29 -1.82 -1.73
C -0.62 0.72 2.40
H 1.28 -2.16 -0.50
H -0.70 0.93 -0.71
H 1.47 0.56 -1.84
H 1.61 -0.65 0.34
H -3.59 1.90 1.51
C -2.52 1.78 1.61
C 1.01 -0.41 -1.70
H 1.10 -0.95 -2.64
*
```

E_LUMO: 0.88 eV
Frontier orbital gap: 0.3686 Ha
M: 120.22 g mol⁻¹
SMILES: C=NC.NCCS
HOMO: -9.150 eV

---

(iii)
C4H12N2S in the gas phase, computed with ωB97M-V/def2-TZVPD.

The geometry in ORCA input format:
```
! wB97M-V def2-TZVPD RIJCOSX def2/J DEFGRID3
* xyz 0 1
H 1.18 1.07 1.22
H -0.73 0.58 3.07
H -0.59 -1.00 0.20
H 2.57 -1.13 -1.17
N -2.15 1.09 0.62
H -3.06 0.77 0.24
H 1.06 0.58 -1.66
C 1.56 -1.40 -1.43
H 1.04 -2.26 -0.93
H -0.67 2.05 -0.43
C -0.13 -0.11 -0.17
S -0.06 -0.47 2.58
H 1.66 -1.69 -2.48
C -1.09 1.08 -0.45
H -2.04 0.77 1.63
N 0.54 -0.35 -1.42
H 1.73 -0.55 1.02
H -1.61 0.90 -1.45
C 0.80 0.06 1.00
*
```

E_LUMO: 0.89 eV
Frontier orbital gap: 0.3428 Ha
M: 120.22 g mol⁻¹
SMILES: CN[C@H](CN)CS
HOMO: -8.434 eV

---

Which structure loses on stability? (iii) does.

---

(i)
A 2-piece molecular cluster, C4H12N2S overall, computed with ωB97M-V/def2-TZVPD.

The geometry in ORCA input format:
```
! wB97M-V def2-TZVPD RIJCOSX def2/J DEFGRID3
* xyz 0 1
H 1.92 -2.05 0.25
S -1.35 1.01 2.04
C 0.59 -0.64 -1.95
H 1.42 -0.98 2.34
N 0.40 1.86 -1.75
H 1.57 -0.55 -2.47
C -0.21 0.58 -2.26
H 0.28 -2.62 0.00
H 0.02 -0.08 0.26
C 0.85 -1.75 0.37
H -0.20 -0.68 1.85
H -0.25 2.56 -1.94
C 0.58 -1.50 1.86
H 0.38 1.84 -0.70
H 0.08 -1.56 -2.31
H -0.35 0.57 -3.34
N 0.57 -0.56 -0.44
H 0.29 -2.35 2.48
H -1.21 0.42 -1.79
*
```

E_LUMO: -3.44 eV
Frontier orbital gap: 0.1895 Ha
M: 120.22 g mol⁻¹
HOMO: -8.601 eV

---

(ii)
C4H12N2S in the gas phase, computed with ωB97M-V/def2-TZVPD.

The geometry in ORCA input format:
```
! wB97M-V def2-TZVPD RIJCOSX def2/J DEFGRID3
* xyz 0 1
H 1.79 -0.70 2.00
H -2.97 0.19 0.80
H -2.55 -1.16 -0.26
C -0.90 0.16 0.14
N 1.94 0.25 1.68
H -0.72 1.24 0.17
S -3.00 0.82 -1.51
N -0.11 -0.46 -0.94
C 1.29 -0.71 -0.55
C 2.01 0.39 0.22
H -0.64 -0.16 1.15
H 3.04 0.47 -0.14
H 2.78 0.61 2.11
C -2.38 -0.11 -0.06
H 1.28 -1.68 -0.04
H 1.84 -0.86 -1.48
H 1.48 1.32 0.01
H -0.04 0.26 -1.65
H -4.13 0.12 -1.66
*
```

E_LUMO: 1.03 eV
Frontier orbital gap: 0.3635 Ha
M: 120.22 g mol⁻¹
SMILES: NCCNCCS
HOMO: -8.863 eV

---

Which structure loses on stability? (i) does.